# 1
Here is a 17-piece molecular cluster, ClH32O20 overall at a distorted geometry from OMol25. Energies are from wB97M-V/def2-TZVPD.

Output
- E_tot: -1983.97857 Ha
- E_LUMO: 2.246 eV
- HOMO level: -7.52 eV

Geometry as ORCA input:
```
! wB97M-V def2-TZVPD RIJCOSX def2/J DEFGRID3
* xyz -1 1
Cl 8.34113 6.29361 3.79835
O 9.42359 7.21369 3.30007
O 7.01730 7.04736 3.75864
O 8.25420 5.04189 2.96098
O 8.58386 5.85444 5.19064
O 8.87237 2.47200 2.23302
H 8.95762 3.39695 2.45305
H 7.98145 2.37278 1.89950
O 5.55819 9.36817 5.17202
H 6.40287 9.32917 4.70769
H 5.10082 8.50966 5.07218
O 10.75539 6.08472 1.25165
H 10.36228 6.35241 2.11901
H 10.98788 5.16521 1.41618
O 8.20376 4.55467 0.30110
H 7.72729 4.83320 1.10839
H 7.46352 4.57105 -0.36452
O 11.82204 5.83277 3.94563
H 11.25288 6.55536 4.25082
H 11.40874 5.02061 4.27219
O 6.65452 9.27654 2.35747
H 7.54584 9.37143 1.99576
H 6.70721 8.42762 2.78609
O 9.05336 7.76135 -0.00161
H 8.27889 7.32666 -0.17384
H 9.34811 7.12067 0.64614
O 5.85881 4.87803 4.88566
H 6.18716 5.56565 4.28644
H 6.52396 4.61656 5.49187
O 6.62388 6.77802 6.98261
H 7.26509 6.68185 6.28611
H 5.79703 6.48781 6.63939
O 9.27362 6.67136 8.07852
H 8.67727 6.88362 8.71731
H 9.11479 7.48435 7.60603
O 11.71728 9.56815 3.75212
H 11.05496 9.06180 4.17353
H 11.74454 9.35121 2.79860
O 8.51362 9.89798 4.46592
H 8.17104 10.68457 4.13887
H 8.84088 9.42502 3.64946
O 5.77035 5.77192 1.69402
H 5.39384 5.10230 1.10095
H 4.98663 6.31320 1.78760
O 9.17025 9.91893 1.78466
H 9.35535 9.15832 1.20931
H 9.00612 10.67931 1.24225
O 10.27218 3.79422 4.96393
H 10.30323 3.62644 5.90039
H 9.33603 4.02244 4.84778
O 7.98207 3.65841 6.41921
H 8.46621 2.83323 6.37347
H 8.52584 4.23166 7.01164
*
```

# 2
Here is C4H6Cl2N3O2P as an isolated structure at a distorted geometry from OMol25. Energies are from wB97M-V/def2-TZVPD.

Output
- E_tot: -1732.55955 Ha
- E_LUMO: -0.123 eV
- HOMO level: -8.05 eV

Geometry as ORCA input:
```
! wB97M-V def2-TZVPD RIJCOSX def2/J DEFGRID3
* xyz 0 1
C -0.15591 -1.58718 -0.70458
C -0.01765 -0.23768 -0.71537
C -0.12318 -0.90595 1.33233
C 0.10559 1.58585 0.98897
N -0.21602 -1.99442 0.59278
N 0.00013 0.21336 0.58459
N -0.23649 -0.90409 2.70515
O 0.04093 0.42771 -3.88701
O -0.21334 -2.43759 -1.73335
P 0.10859 1.07314 -2.59106
Cl -1.34559 2.44122 -2.36474
Cl 1.81772 2.10407 -2.35242
H 1.05813 2.00527 0.65614
H -0.70562 2.16486 0.54621
H 0.03158 1.64643 2.07194
H 0.50212 -0.41773 3.19558
H -0.36499 -1.84820 3.04599
H -0.28600 -3.32908 -1.37115
*
```

# 3
Here is a 2-piece molecular cluster, C11H15N overall at a distorted geometry from OMol25. Energies are from wB97M-V/def2-TZVPD.

Output
- SMILES string: Cc1c[nH]c2ccccc12.CC
- E_tot: -482.88421 Ha
- E_LUMO: 0.928 eV
- HOMO level: -7.83 eV

Geometry as ORCA input:
```
! wB97M-V def2-TZVPD RIJCOSX def2/J DEFGRID3
* xyz 0 1
C -0.76095 1.00795 -2.82972
C -0.45778 1.49096 -1.43913
C -1.16780 2.45516 -0.82401
N -0.50833 2.88964 0.32613
C 0.60654 2.09452 0.46851
C 1.35006 1.90363 1.65793
C 2.08109 0.74333 1.76549
C 2.17153 -0.14006 0.69410
C 1.55858 0.07687 -0.52905
C 0.67464 1.14815 -0.61599
H -0.00150 0.31774 -3.19111
H -0.72369 1.80684 -3.57333
H -1.75336 0.56773 -2.87561
H -2.16903 2.82316 -1.04542
H -0.72712 3.65616 0.93905
H 1.54711 2.66311 2.40182
H 2.56342 0.57361 2.72905
H 2.69340 -1.08460 0.82550
H 1.70031 -0.72002 -1.25242
C -0.65670 -2.67396 1.26624
C -1.56784 -3.42336 0.28310
H 0.39503 -2.92671 1.08264
H -0.72922 -1.59381 1.20717
H -0.85553 -2.97666 2.29649
H -2.59977 -3.20621 0.54243
H -1.33780 -4.48793 0.37650
H -1.32526 -2.98526 -0.68636
*
```

# 4
Here is a 4-piece molecular cluster, C2H11NO4 overall at a distorted geometry from OMol25. Energies are from wB97M-V/def2-TZVPD.

Output
- E_tot: -438.20880 Ha
- E_LUMO: -5.055 eV
- HOMO level: -9.70 eV

Geometry as ORCA input:
```
! wB97M-V def2-TZVPD RIJCOSX def2/J DEFGRID3
* xyz 0 1
C 1.88366 -0.15292 0.46005
N 0.80201 -0.13374 1.54855
C -0.56676 -0.41048 1.20065
O 1.71637 -1.23175 -0.27546
H 2.80116 -0.22074 1.06154
H 1.12422 -0.76969 2.28295
H -1.26563 -0.31902 2.02930
H -0.71022 -1.39219 0.72481
H -0.85452 0.33929 0.45280
H -0.55280 1.51027 -0.98406
H 0.02041 -1.36200 -1.16133
O -1.82937 0.96874 -0.38981
H -1.32780 -0.62600 -0.85994
H 1.71918 0.77135 -0.09355
O -0.91678 -1.35337 -1.34709
H -2.41083 1.61811 -0.80323
H 0.03728 1.17725 -2.33507
O 0.33041 1.58690 -1.51113
*
```

# 5
Here is C9H21AsF6FeN3O7S as an isolated structure at a distorted geometry from OMol25. Energies are from wB97M-V/def2-TZVPD.

Output
- E_tot: -5543.59349 Ha
- E_LUMO (spin up / spin down): 1.863 / 1.862 eV
- HOMO level (spin up / spin down): -4.37 / -4.12 eV

Geometry as ORCA input:
```
! wB97M-V def2-TZVPD RIJCOSX def2/J DEFGRID3
* xyz -1 5
Fe 21.92748 -10.45760 20.77029
As 24.51350 -12.38906 22.55990
F 23.44145 -11.08092 22.01660
F 25.84485 -11.27782 22.21706
F 25.63058 -13.61742 23.11835
F 23.10830 -13.36882 22.98357
F 24.50772 -13.03629 20.93161
F 24.49355 -11.80908 24.20397
S 23.07388 -8.19125 19.97271
O 23.28565 -9.65629 19.60005
O 22.25496 -8.48901 21.19740
O 24.33940 -7.56591 20.30606
O 22.42787 -7.54158 18.86335
C 19.74491 -10.33470 23.23391
O 20.61525 -10.41064 22.39875
N 19.94386 -10.72040 24.50282
C 18.82761 -10.64722 25.39943
C 21.08571 -11.46874 25.09375
H 18.76281 -9.88434 23.07145
H 18.45984 -11.63205 25.73226
H 17.91148 -10.28648 24.92580
H 19.00536 -10.14468 26.35420
H 21.76204 -11.66867 24.26301
H 21.40800 -10.80916 25.89477
H 20.81658 -12.44298 25.50249
C 21.80232 -13.76331 20.14916
O 21.69859 -12.58260 20.41276
N 20.79448 -14.44050 19.53710
C 20.89442 -15.87518 19.59723
C 19.71645 -13.82025 18.80250
H 22.68993 -14.36432 20.36721
H 21.18114 -16.26059 20.57683
H 21.59608 -16.37135 18.90902
H 19.99236 -16.42595 19.31681
H 19.77422 -14.07671 17.74525
H 18.75614 -13.97998 19.29340
H 19.84498 -12.73636 18.82936
C 19.10294 -9.75541 19.06774
O 19.96647 -10.36472 19.67467
N 17.79941 -9.95918 19.31512
C 17.24294 -10.85228 20.33312
C 16.74199 -9.19018 18.66102
H 19.31472 -8.97965 18.32149
H 16.29101 -11.22373 19.96184
H 17.03767 -10.28827 21.24673
H 17.94353 -11.64390 20.58784
H 16.06673 -8.85534 19.45500
H 17.16638 -8.28565 18.22880
H 16.08426 -9.71914 17.96975
*
```

# 6
Here is a 2-piece molecular cluster, C6H10N2 overall at a distorted geometry from OMol25. Energies are from wB97M-V/def2-TZVPD.

Output
- SMILES string: CC1(C)C=C1C#N.N
- E_tot: -343.94722 Ha
- E_LUMO: 0.401 eV
- HOMO level: -9.48 eV

Geometry as ORCA input:
```
! wB97M-V def2-TZVPD RIJCOSX def2/J DEFGRID3
* xyz 0 1
C -0.47237 0.36294 2.03305
C -0.11889 -0.03137 0.55398
C 0.29743 -1.42467 0.14046
C 0.15991 1.34194 -0.02536
C -0.96588 0.87359 -0.43844
C -2.28528 1.24038 -0.63493
N -3.39485 1.55939 -0.56952
H -0.90628 1.33400 1.98981
H 0.44462 0.38177 2.58080
H -1.21812 -0.35948 2.66537
H 1.30343 -1.47929 0.54734
H 0.28242 -1.42311 -0.89033
H -0.34672 -2.20798 0.62667
H 0.65754 2.24489 0.18467
N 0.60367 0.73077 -3.20573
H 1.25925 -0.07294 -3.61275
H 0.63620 0.87062 -4.16608
H 1.13732 1.43640 -2.58290
*
```